43
Properties=species:S:1:pos:R:3 method="wB97M-V/def2-TZVPD" e_tot_ev=-192928.816 total_charge=-2 e_lumo_ev=4.29 e_homo_ev=-1.7394 relative_energy_kcal_mol=0.0 spin_multiplicity=1
Cd 0.526 0.363 -0.139
As -2.133 2.178 -0.367
Cl 4.142 -1.174 -1.573
Cl 3.842 0.675 1.152
Cl 3.222 -2.557 1.194
S -3.394 2.501 1.314
S -0.014 2.763 0.138
S 2.969 2.480 -2.897
S -1.882 -0.004 -0.739
S -2.728 3.176 -2.163
S 1.045 0.267 -3.455
Si 2.816 -0.838 0.017
N -0.664 1.134 4.596
N -0.154 -0.042 2.528
N 0.476 2.875 -3.296
N -1.851 -0.915 4.034
N 0.502 -1.004 4.671
C 0.905 4.183 -2.826
C 1.356 1.886 -3.258
C -0.806 -1.666 4.721
C 0.851 -0.819 3.254
C 2.434 4.213 -2.910
C -1.941 0.417 4.643
C -0.289 1.276 3.180
C 0.347 0.327 5.268
C -1.450 -0.731 2.630
H -1.092 -1.795 5.770
H -1.372 -1.707 2.145
H 1.815 -0.310 3.186
H -2.249 0.307 5.688
H 1.308 0.847 5.215
H -0.522 2.656 -3.165
H -1.053 1.852 2.660
H 2.861 4.733 -2.055
H 0.069 0.208 6.320
H 0.662 1.805 3.102
H 0.558 4.311 -1.800
H -0.715 -2.652 4.258
H -2.202 -0.143 2.104
H 0.948 -1.802 2.788
H 2.781 4.691 -3.827
H -2.686 1.001 4.100
H 0.460 4.960 -3.448

31
Properties=species:S:1:pos:R:3 method="wB97M-V/def2-TZVPD" e_tot_ev=-76962.966 total_charge=-1 e_lumo_ev=3.45 e_homo_ev=-3.8728 spin_multiplicity=1
As 2.222 0.506 0.685
O 4.655 0.262 -1.901
N -2.081 -0.014 0.153
N 3.700 -0.733 0.051
N 0.944 1.826 1.258
C 0.714 -1.726 -0.637
C -3.319 0.930 -1.387
C -1.215 -0.904 0.947
C 1.028 -0.218 -0.805
C -2.386 1.198 0.677
C -2.596 -0.225 -1.074
C 4.314 -0.235 -0.864
C -0.594 -2.066 0.147
C -3.176 1.824 -0.283
H 1.659 -0.127 -1.712
H 1.609 -2.234 -0.241
H 1.710 -0.578 1.699
H -1.873 -1.366 1.711
H 1.316 2.768 1.197
H -3.585 2.828 -0.175
H 2.794 1.573 -0.333
H -2.471 -1.099 -1.703
H 0.653 1.644 2.216
H -2.029 1.545 1.637
H 0.577 -2.142 -1.657
H -1.359 -2.554 -0.481
H -0.430 -0.377 1.502
H -3.859 1.110 -2.314
H -0.318 -2.835 0.894
H 3.245 1.000 1.775
H 0.153 0.422 -0.982

29
Properties=species:S:1:pos:R:3 method="wB97M-V/def2-TZVPD" e_tot_ev=-157790.544 e_lumo_ev="0.00 / -0.25" e_homo_ev="-8.0199 / -7.8689" relative_energy_kcal_mol=50.6 spin_multiplicity=1
I -0.743 -3.028 0.128
Br -1.615 1.741 -1.215
Br -2.704 -0.253 0.983
C -1.229 0.702 0.354
C -0.399 -1.176 -2.323
C 1.637 -1.409 -0.676
C 0.984 1.993 1.025
C -0.007 0.128 2.454
C -1.188 2.383 2.200
C -0.348 1.258 1.494
C 0.059 -2.176 -3.481
C 0.157 -1.398 -1.024
H -0.204 -0.212 -2.547
H 0.591 0.566 3.285
H 2.111 -0.707 -1.276
H 1.747 2.155 1.816
H -1.469 -1.241 -2.389
H -2.162 1.975 2.586
H 0.545 -0.708 2.048
H -0.948 -0.281 2.832
H -0.269 -1.794 -4.433
H -0.175 -3.219 -3.220
H 2.137 -2.370 -0.803
H 0.690 2.927 0.544
H 1.157 -2.143 -3.468
H 1.818 -1.018 0.269
H -1.102 3.250 1.570
H 1.516 1.392 0.261
H -0.589 2.664 3.004

29
Properties=species:S:1:pos:R:3 method="wB97M-V/def2-TZVPD" e_tot_ev=-83178.449 total_charge=+1 e_lumo_ev="-4.28 / -4.28" e_homo_ev="-13.3409 / -13.3416" relative_energy_kcal_mol=47.1 spin_multiplicity=1
Br -3.433 -0.770 0.068
O -2.271 2.113 0.168
N -0.620 0.100 0.117
C -0.386 -1.366 0.438
C -0.729 0.811 1.389
C 2.137 -0.925 0.188
C -1.884 0.195 -0.580
C 1.089 -1.540 1.030
C 0.493 0.604 -0.806
C -1.226 2.236 1.018
C 1.833 0.440 -0.182
C -2.111 0.390 -2.076
H 0.076 1.662 -0.966
H 2.368 -1.412 -0.734
H -3.036 0.020 -2.401
H 0.342 0.077 -1.751
H -0.495 -1.912 -0.509
H 1.934 1.125 0.701
H -1.665 2.783 1.944
H 1.164 -2.601 1.140
H 0.987 -1.148 2.098
H -2.124 1.424 -2.262
H 2.563 0.739 -0.863
H -1.375 0.246 2.121
H -1.061 -1.622 1.183
H -0.397 2.760 0.490
H 3.009 -1.013 0.841
H 0.273 0.812 1.753
H -1.305 -0.175 -2.529

37
Properties=species:S:1:pos:R:3 method="wB97M-V/def2-TZVPD" s_squared=0.75 e_tot_ev=-147344.992 total_charge=+1 e_lumo_ev="-2.60 / -10.33" e_homo_ev="-12.5794 / -12.5794" relative_energy_kcal_mol=14.2 spin_multiplicity=2
Cl 2.735 -2.240 -1.788
Cl -2.496 -1.664 -2.695
Cl 0.935 2.066 -1.450
Cl 2.115 4.729 2.200
Cl -2.835 -4.050 3.209
Cl 0.047 -0.920 -0.186
Cl -4.346 -1.708 1.289
Cl 1.930 8.173 4.877
Cl -2.184 -5.132 -2.584
Cl 4.730 -0.360 -3.136
Cl 2.052 -0.996 -4.252
C -3.249 -2.983 0.804
C 2.623 6.734 3.995
C 2.959 -0.785 -2.744
C -3.387 -4.304 1.587
C 1.395 1.422 0.118
C -1.601 -3.977 -3.781
C 0.453 0.529 0.900
C 1.565 6.238 3.026
C -1.131 -2.658 -3.114
H -0.662 -2.910 -2.163
H -4.380 -4.751 1.536
H -3.643 -3.158 -0.196
H 0.821 0.125 1.843
H -0.854 -4.355 -4.479
H -2.855 -5.122 1.100
H 0.618 6.041 3.529
H -0.424 1.102 1.204
H 3.483 7.152 3.472
H 2.335 0.914 -0.096
H 1.705 2.240 0.769
H 2.541 0.066 -2.207
H -0.512 -1.990 -3.714
H -2.425 -3.751 -4.457
H 1.277 7.008 2.310
H -2.233 -2.632 0.619
H 2.897 5.912 4.656

29
Properties=species:S:1:pos:R:3 method="wB97M-V/def2-TZVPD" e_tot_ev=-25105.644 e_lumo_ev="-0.70 / 0.44" e_homo_ev="-7.2790 / -8.2385" spin_multiplicity=1
Cl 0.218 -1.804 3.068
N -0.073 0.006 2.561
N -1.307 0.278 2.708
C 2.259 -1.138 -0.886
C 2.215 -0.106 -2.072
C 0.064 -0.312 -0.118
C -1.391 0.024 -0.548
C 1.429 1.055 -1.666
C 0.890 0.944 -0.256
C -2.406 0.074 1.768
C 0.866 -1.533 -0.331
C -2.262 0.798 0.425
H 1.892 2.120 -1.751
H -1.254 0.709 -1.359
H 0.389 -2.095 -1.133
H 0.743 -2.117 0.583
H -1.883 -0.912 -0.865
H 1.744 0.994 0.424
H 0.155 1.703 -0.014
H 2.984 -0.749 -0.142
H 3.206 0.196 -2.463
H -3.184 0.956 0.008
H -1.575 0.512 3.661
H -3.218 0.345 2.290
H -2.300 -1.023 1.533
H 1.754 -0.526 -2.901
H 0.478 0.943 -2.303
H 2.821 -2.019 -1.314
H -1.884 1.834 0.575